Arrangement w

Density functional theory data (ωB97M-V/def2-TZVPD) for C6H15O2 as an isolated structure.

```
23
C6H15O2 (ωB97M-V/def2-TZVPD)
C 0.66154 -3.20617 0.34794
C 0.53674 -1.74868 0.79392
C -0.68746 -1.49663 1.66670
O 0.53337 -0.94760 -0.34912
H 1.51671 -3.30040 -0.32164
H -0.20766 -3.46417 -0.26868
H 0.71903 -3.91519 1.17809
H 1.41870 -1.50096 1.41084
H -0.78288 -2.26862 2.43982
H -1.59662 -1.48424 1.05991
H -0.59538 -0.51897 2.13968
H 0.50460 0.14931 0.06558
C 0.71088 2.19215 -0.55212
O 0.61830 1.34858 0.52716
C -0.67407 2.62278 -1.07436
C -1.57381 1.42020 -1.35554
H 1.29322 1.75794 -1.38854
H 1.25604 3.11252 -0.27632
H -0.55820 3.20676 -1.99790
H -1.13778 3.27110 -0.32766
H -2.45978 1.70162 -1.93130
H -1.89442 0.94744 -0.43381
H -1.03551 0.63882 -1.89387
```

* net charge: -1
* frontier orbital gap: 7.84 eV
* 2S+1: 1

Arrangement x

Density functional theory data (ωB97M-V/def2-TZVPD) for a 2-piece molecular cluster, C6H15O2 overall.

```
23
C6H15O2 (ωB97M-V/def2-TZVPD)
C 0.94689 -1.38608 1.76659
O 0.37261 -0.23495 2.18268
C 0.75916 -1.63072 0.21997
C -0.48961 -0.96444 -0.34636
C -0.33548 0.12243 -1.42286
C -1.53129 1.08110 -1.37783
C 0.98840 0.89775 -1.26171
H 0.66333 -2.29322 2.34111
H 2.05441 -1.31054 1.83217
H 1.65183 -1.23881 -0.27791
H 0.73563 -2.69388 -0.06488
H -1.04230 -0.50227 0.46122
H -1.09861 -1.76584 -0.73516
H -0.32576 -0.30215 -2.43674
H -1.25673 2.03776 -1.82535
H -1.74579 1.34593 -0.34784
H -2.40848 0.62588 -1.84114
H 0.95187 1.85613 -1.79839
H 1.87937 0.38384 -1.62308
H 1.04060 1.12202 -0.19497
H -0.17238 2.25280 2.29791
H -0.62236 0.82165 2.18086
O -1.01532 1.77562 2.27173
```

* net charge: -1
* frontier orbital gap: 7.42 eV
* 2S+1: 1

Decreasing stability: arrangement w, arrangement x

Arrangement w

Density functional theory data (ωB97M-V/def2-TZVPD) for a 2-piece molecular cluster, C4H12N2S overall.

```
19
C4H12N2S (ωB97M-V/def2-TZVPD)
C 0.90334 0.91675 1.01769
C 1.80630 -1.24357 0.37757
C 0.40394 0.19636 -1.37822
C 0.66910 -0.26224 0.10480
N -1.38432 -2.01775 -0.52702
N -3.24029 0.83766 0.20005
S -0.92080 -0.97106 0.63602
H 1.91721 1.39262 0.67724
H 0.03261 1.51936 1.07984
H 1.22302 0.47622 2.00102
H 2.46069 -1.11333 -0.44804
H 1.45553 -2.25564 0.40094
H 2.32463 -0.83397 1.22461
H -0.58264 0.57799 -1.49864
H 1.19439 0.89214 -1.60299
H 0.43129 -0.63650 -2.01506
H -2.13933 -2.58957 -0.14628
H -3.02936 1.02119 -0.90265
H -4.00264 0.17777 0.29590
```

* frontier orbital gap (alpha / beta): 7.43 / 9.37 eV
* 2S+1: 1

Arrangement x

Density functional theory data (ωB97M-V/def2-TZVPD) for C4H12N2S in the gas phase.

```
19
C4H12N2S (ωB97M-V/def2-TZVPD)
C 0.13214 3.65368 -0.27829
N -0.45557 2.33833 -0.37820
C 0.41288 1.29982 0.15897
C -0.13741 -0.08235 -0.16721
N -1.49948 -0.20099 0.36826
C 0.78354 -1.15154 0.38683
S 0.32226 -2.85762 -0.09369
H 1.16529 3.63834 -0.64951
H -0.38953 4.36861 -0.92246
H 0.19691 4.07678 0.73348
H -1.31651 2.30951 0.14945
H 0.49197 1.35322 1.26043
H 1.41948 1.43959 -0.22415
H -0.26675 -0.13506 -1.24489
H -1.94369 -1.02041 -0.03179
H -1.55174 -0.31090 1.37397
H 0.76970 -1.09654 1.45742
H 1.82911 -1.05006 0.09495
H 1.49163 -3.13157 -0.66737
```

* frontier orbital gap: 9.64 eV
* 2S+1: 1

Arrangement y

Density functional theory data (ωB97M-V/def2-TZVPD) for a 2-piece molecular cluster, C4H12N2S overall.

```
19
C4H12N2S (ωB97M-V/def2-TZVPD)
C -2.69871 0.51686 -0.87312
N -1.53750 0.40022 0.01948
C -1.58805 0.80056 1.31305
N -0.49399 1.06759 2.03239
H -3.12296 -0.50181 -0.99412
H -2.31528 0.90467 -1.83599
H -3.45033 1.18802 -0.39437
H -0.56383 0.42299 -0.35093
H -2.57955 1.06346 1.72601
H 0.42768 1.02666 1.55150
H -0.63400 1.52802 2.91604
C 2.32934 -1.59256 -1.26073
C 2.37951 -0.66436 -0.01864
S 1.44108 0.88410 -0.28792
H 2.17898 -0.99572 -2.16659
H 1.50733 -2.30341 -1.16788
H 3.26855 -2.15094 -1.34283
H 3.44173 -0.40103 0.29117
H 2.01000 -1.19334 0.84347
```

* frontier orbital gap: 7.35 eV
* 2S+1: 1

Decreasing stability: arrangement x, arrangement y, arrangement w

Arrangement w

Density functional theory data (ωB97M-V/def2-TZVPD) for C4H12N2S in the gas phase.

```
19
C4H12N2S (ωB97M-V/def2-TZVPD)
C -2.31859 0.64374 -0.39611
N -0.96564 0.77887 -0.91216
C 0.09212 0.42529 0.06027
C -0.14997 -1.02445 0.48653
N 0.98222 -1.71109 1.13631
C 1.38940 0.67036 -0.70982
S 2.98784 0.43926 0.18012
H -2.66202 -0.38382 -0.54608
H -2.98346 1.34836 -0.88797
H -2.40819 0.86007 0.67953
H -0.81613 1.75195 -1.15528
H 0.07610 1.14075 0.88201
H -1.00858 -0.99068 1.15639
H -0.42451 -1.55593 -0.42291
H 1.48344 -1.05106 1.72272
H 0.59279 -2.42096 1.74783
H 1.43377 1.71760 -0.98374
H 1.38861 0.06679 -1.60882
H 3.31080 -0.70506 -0.42882
```

* frontier orbital gap: 9.67 eV
* 2S+1: 1

Arrangement x

Density functional theory data (ωB97M-V/def2-TZVPD) for C4H12N2S in the gas phase.

```
19
C4H12N2S (ωB97M-V/def2-TZVPD)
N -2.21562 0.52061 -0.38137
C -1.92159 -0.76073 0.28329
C -0.43010 -0.94738 0.61233
N 0.19325 0.28490 1.11549
C 0.82932 1.16231 0.13584
C 1.98281 0.58139 -0.76561
S 2.71951 -1.05944 -0.44212
H -1.96748 1.30113 0.20644
H -3.23018 0.57075 -0.45343
H -2.17472 -1.56084 -0.42545
H -2.53343 -0.86133 1.18326
H -0.29970 -1.79141 1.29790
H 0.10573 -1.34250 -0.25437
H 0.83551 0.05392 1.86650
H 0.06950 1.55757 -0.53149
H 1.28166 1.95456 0.72102
H 2.78699 1.31220 -0.75374
H 1.69046 0.57600 -1.81430
H 2.27808 -1.55174 -1.60021
```

* frontier orbital gap: 9.37 eV
* 2S+1: 1

Decreasing stability: arrangement w, arrangement x

Arrangement w

Density functional theory data (ωB97M-V/def2-TZVPD) for C4H12N2S in the gas phase.

```
19
C4H12N2S (ωB97M-V/def2-TZVPD)
N -1.52793 2.04603 2.21782
C -0.90976 0.69141 2.04074
C -0.43359 0.64189 0.53379
N 0.23903 -0.63303 0.26899
C 0.01485 -1.33692 -0.94569
C 0.65222 -0.75318 -2.25948
S 2.51310 -0.78629 -2.14125
H -2.08761 2.11090 2.94934
H -0.75239 2.64670 2.15581
H 0.14491 0.74494 2.53941
H -1.35496 -0.18259 2.46143
H -1.29498 0.52865 -0.02403
H 0.18244 1.60450 0.13794
H 1.19923 -0.60716 0.52971
H 0.69970 -2.31438 -0.95266
H -1.01763 -1.60824 -1.17851
H 0.34527 0.27537 -2.28774
H 0.33900 -1.37809 -3.05862
H 3.04908 -1.69049 -2.98701
```

* frontier orbital gap: 9.39 eV
* 2S+1: 1

Arrangement x

Density functional theory data (ωB97M-V/def2-TZVPD) for C4H12N2S in the gas phase.

```
19
C4H12N2S (ωB97M-V/def2-TZVPD)
N -1.37810 2.34190 -0.71783
C -0.84711 1.99949 0.67225
C -0.98220 0.50526 0.91359
N -0.34443 -0.22944 -0.16935
C 1.11762 -0.86921 -0.15047
C 0.98691 -2.43596 -0.50119
S 2.81065 -3.26794 -0.45476
H -1.95988 1.58493 -1.16063
H -2.06471 3.16852 -0.59821
H 0.18096 2.20862 0.85273
H -1.48959 2.50266 1.46702
H -0.57262 0.30662 1.87012
H -2.11892 0.40499 0.89005
H -0.52673 0.41523 -0.92946
H 1.56650 -0.43120 -0.93541
H 1.37287 -0.64628 0.89149
H 0.73603 -2.54915 -1.62524
H 0.39237 -3.07927 0.19895
H 3.12039 -1.92975 -0.51364
```

* frontier orbital gap: 9.54 eV
* 2S+1: 1

Arrangement y

Density functional theory data (ωB97M-V/def2-TZVPD) for a 2-piece molecular cluster, C4H12N2S overall.

```
19
C4H12N2S (ωB97M-V/def2-TZVPD)
C 0.15274 -0.70159 -1.59612
N 0.04586 0.68068 -1.00083
C 1.01908 1.80326 -1.20402
N 0.99396 2.69913 -0.02748
C -0.77066 -1.53165 -0.78232
C -0.39793 -1.93675 0.68700
S -0.65818 -0.58028 1.93133
H 1.26748 -1.00253 -1.54412
H -0.01602 -0.46025 -2.73344
H -0.26806 0.54920 -0.03485
H 2.04715 1.40579 -1.41081
H 0.54766 2.22891 -2.21979
H 0.05497 2.83830 0.36481
H 1.57201 2.25424 0.72020
H -0.92083 -2.42718 -1.29979
H -1.73185 -1.07262 -0.81885
H 0.69730 -2.04589 0.69118
H -1.00576 -2.69636 0.93398
H 0.98868 0.25459 1.02106
```

* frontier orbital gap: 7.12 eV
* 2S+1: 1

Arrangement z

Density functional theory data (ωB97M-V/def2-TZVPD) for C4H12N2S in the gas phase.

```
19
C4H12N2S (ωB97M-V/def2-TZVPD)
C -1.92514 -1.99409 0.42437
N -1.37733 -0.54882 0.75287
C -0.65003 -0.08602 -0.29522
C 0.72410 0.53589 0.07774
N 0.34639 1.67150 0.92580
C 1.60781 0.63357 -1.10707
S 3.34257 0.54136 -0.63322
H -1.13070 -2.66309 0.02555
H -2.46283 -2.06202 1.37935
H -2.70152 -1.89173 -0.46831
H -2.20632 0.03787 0.81478
H -0.97137 0.67778 -0.98912
H -0.39272 -0.82695 -1.17764
H 1.05145 -0.28222 0.81639
H -0.58559 1.43324 1.26216
H 0.86813 1.66612 1.82458
H 1.46521 1.51354 -1.69683
H 1.44467 -0.17237 -1.78331
H 3.55321 1.81644 -0.15287
```

* frontier orbital gap: 9.69 eV
* 2S+1: 1

Decreasing stability: arrangement w, arrangement z, arrangement x, arrangement y

Arrangement w

Density functional theory data (ωB97M-V/def2-TZVPD) for CH4O2S in the gas phase.

```
8
CH4O2S (ωB97M-V/def2-TZVPD)
O -1.18001 0.06219 -0.77304
C 0.21485 -0.00438 -0.68462
O 0.66140 0.79017 0.40307
S 0.79251 -0.08011 1.90298
H -1.39435 0.92268 -0.44351
H 0.61290 0.41501 -1.70682
H 0.46940 -1.05053 -0.29831
H -0.17668 -1.05505 1.60024
```

* frontier orbital gap: 9.67 eV
* 2S+1: 1

Arrangement x

Density functional theory data (ωB97M-V/def2-TZVPD) for a 2-piece molecular cluster, CH4O2S overall.

```
8
CH4O2S (ωB97M-V/def2-TZVPD)
O -0.38331 0.36400 1.28125
C 0.35247 -0.56851 1.28177
O 0.35908 -1.43228 2.32005
H 1.06012 -0.87795 0.49335
H 1.06404 -2.08018 2.27938
S -0.31068 0.76152 -2.16367
H -0.09713 1.29315 -0.95514
H 0.94072 0.73220 -2.63446
```

* frontier orbital gap: 10.13 eV
* 2S+1: 1

Arrangement y

Density functional theory data (ωB97M-V/def2-TZVPD) for a 2-piece molecular cluster, CH4O2S overall.

```
8
CH4O2S (ωB97M-V/def2-TZVPD)
C 0.90594 -0.65614 -0.05990
O -1.01138 0.52488 1.36092
O 0.04695 1.95206 -0.41648
S -0.48594 0.69479 0.01670
H 1.25912 -1.01031 -0.94103
H 1.66352 -0.17689 0.54307
H 0.51740 -1.43340 0.59636
H -2.89561 0.10501 -1.09965
```

* frontier orbital gap (alpha / beta): 9.11 / 8.93 eV
* 2S+1: 1

Decreasing stability: arrangement x, arrangement w, arrangement y